Record 1
# C4H10NP

A 2-piece molecular cluster, C4H10NP overall (ωB97M-V/def2-TZVPD, the OMol25 dataset).

```
! RIJCOSX wB97M-V def2-TZVPD def2/J DEFGRID3
* xyz 0 1
C 0.30994 -1.29398 0.64425
C 1.65481 -2.05047 0.45545
C -2.05413 3.08396 1.39874
C 0.20435 -0.11952 -2.11482
N 0.12071 0.05600 0.53397
P -0.89327 -0.55917 -0.61135
H -0.50538 -1.67387 1.34682
H 2.43934 -1.23496 0.64710
H 1.61568 -2.51434 -0.47649
H 1.72147 -2.77480 1.18539
H -1.95082 2.08559 0.83632
H -2.16811 3.05806 2.48058
H -1.60235 3.99740 0.85240
H -0.30935 0.02507 -2.97884
H 0.73899 -0.92690 -2.31743
H 0.67811 0.84193 -1.88210
*
```

As for the highest occupied orbital energy (spin up / spin down): -0.30180 / -0.32041 Eh. The value obtained for the orbital gap (spin up / spin down) is 0.3169 / 0.2976 Ha. The calculated total energy comes out at -554.2963 a.u. The value obtained for the energy above the lowest of the compared OMol25 structures with the same formula, charge and spin is 118.2 kcal per mole.

=====

Record 2
# C4H10NPS

An isolated molecule of C4H10NPS (ωB97M-V/def2-TZVPD, the OMol25 dataset).

```
! RIJCOSX wB97M-V def2-TZVPD def2/J DEFGRID3
* xyz 0 1
C 1.19914 0.55383 0.00597
C -1.35367 -0.43867 -1.71701
C 2.32202 1.47792 0.26061
C -1.11559 -1.32865 1.20294
N -0.06086 1.00976 0.12249
P -1.47077 0.11893 0.02060
S -3.06334 1.16442 0.40183
H -0.71861 0.23335 -2.28357
H -2.30529 -0.64490 -2.28541
H -0.94310 -1.41983 -1.91888
H 2.04219 2.70764 0.49584
H 3.05894 1.54250 -0.50569
H 2.81921 1.17694 1.25305
H -0.19849 -1.80052 0.98617
H -0.92568 -0.80406 2.14593
H -1.92105 -1.91004 1.17288
H -0.21350 1.98757 0.44921
*
```

As for the highest occupied orbital energy: -0.31388 Eh. The value obtained for the orbital gap is 0.3403 Ha. The calculated total energy comes out at -952.6357 a.u. The value obtained for the energy above the lowest of the compared OMol25 structures with the same formula, charge and spin is 32.2 kcal per mole.

=====

Record 3
# C4H10NS

An isolated ion of composition C4H10NS and charge +1 (ωB97M-V/def2-TZVPD, the OMol25 dataset).

```
! RIJCOSX wB97M-V def2-TZVPD def2/J DEFGRID3
* xyz 1 1
S 2.56061 -0.68210 -0.67629
C 1.73551 0.67620 0.30412
C 0.14082 1.00833 -0.30644
N -0.57041 -0.26103 -0.38156
C -1.39034 -0.77101 0.62165
C -1.91777 -0.29416 -0.68237
H 2.90650 -1.30064 0.35863
H 2.39111 1.56938 0.43826
H 1.65494 0.28867 1.37799
H 0.20549 1.46913 -1.40691
H -0.25754 1.72334 0.46421
H 0.16331 -0.85614 -0.65080
H -1.46218 -0.08517 1.48784
H -1.24700 -1.82623 0.90825
H -2.23198 -1.10064 -1.37014
H -2.68108 0.44206 -0.48644
*
```

As for the SMILES: SCC[NH+]1CC1. As for the highest occupied orbital energy: -0.50214 Eh. The value obtained for the orbital gap is 0.3982 Ha. The calculated total energy comes out at -610.9944 a.u. The value obtained for the energy above the lowest of the compared OMol25 structures with the same formula, charge and spin is 68.3 kcal per mole.

=====

Record 4
# C4H10O

A 2-piece molecular cluster, C4H10O overall (ωB97M-V/def2-TZVPD, the OMol25 dataset).

```
! RIJCOSX wB97M-V def2-TZVPD def2/J DEFGRID3
* xyz 0 1
C 0.65927 -4.12549 -0.51235
C 1.06230 -2.98509 -1.10578
O 2.17924 -2.74859 -1.78582
H -0.44549 -4.50536 -0.87193
H 1.24309 -5.00401 0.03597
H 0.31148 -2.21894 -1.23410
H 2.91555 -2.86877 -1.21752
C -1.43220 3.43746 1.32591
C -0.47035 2.68597 0.37069
H -2.42155 3.23686 0.85418
H -1.53680 4.55612 1.24784
H -1.35032 3.23265 2.41201
H 0.14188 1.95883 0.98277
H -1.15125 2.14307 -0.31474
H 0.29514 3.20530 -0.18712
*
```

As for the SMILES: C=CO.CC. As for the highest occupied orbital energy: -0.32405 Eh. The value obtained for the orbital gap is 0.3522 Ha. The calculated total energy comes out at -233.5227 a.u. The value obtained for the energy above the lowest of the compared OMol25 structures with the same formula, charge and spin is 76.7 kcal per mole.

=====

Question: The highest calculated total energy belongs to which entry?
Answer: C4H10O

=====

Repeat the third record exactly.
# C4H10NS

An isolated ion of composition C4H10NS and charge +1 (ωB97M-V/def2-TZVPD, the OMol25 dataset).

```
! RIJCOSX wB97M-V def2-TZVPD def2/J DEFGRID3
* xyz 1 1
S 2.56061 -0.68210 -0.67629
C 1.73551 0.67620 0.30412
C 0.14082 1.00833 -0.30644
N -0.57041 -0.26103 -0.38156
C -1.39034 -0.77101 0.62165
C -1.91777 -0.29416 -0.68237
H 2.90650 -1.30064 0.35863
H 2.39111 1.56938 0.43826
H 1.65494 0.28867 1.37799
H 0.20549 1.46913 -1.40691
H -0.25754 1.72334 0.46421
H 0.16331 -0.85614 -0.65080
H -1.46218 -0.08517 1.48784
H -1.24700 -1.82623 0.90825
H -2.23198 -1.10064 -1.37014
H -2.68108 0.44206 -0.48644
*
```

As for the SMILES: SCC[NH+]1CC1. As for the highest occupied orbital energy: -0.50214 Eh. The value obtained for the orbital gap is 0.3982 Ha. The calculated total energy comes out at -610.9944 a.u. The value obtained for the energy above the lowest of the compared OMol25 structures with the same formula, charge and spin is 68.3 kcal per mole.